This record from OMol25 describes C80H169F6N14O30S2 as an isolated structure. The level of theory is the ωB97M-V functional and the def2-TZVPD basis.

Each line ends with the Mulliken charge.
Atoms and positions in Å:
C: -4.72 22.17 25.77  -0.48
F: -4.60 23.44 26.15  -0.01
F: -3.77 22.00 24.80  -0.17
F: -4.38 21.38 26.80  0.05
S: -6.37 21.73 25.18  -0.20
O: -6.38 20.30 24.95  0.05
O: -7.19 22.14 26.30  0.70
N: -6.40 22.58 23.89  -0.47
S: -7.62 23.45 23.34  -0.19
O: -8.78 22.71 22.98  0.18
O: -7.89 24.63 24.15  -0.04
C: -6.80 24.10 21.78  -0.34
F: -5.75 24.77 22.19  -0.09
F: -6.43 23.25 20.86  0.12
F: -7.79 24.92 21.32  0.03
C: -8.94 24.46 15.50  -1.05
C: -8.83 25.63 16.52  0.46
O: -9.87 26.12 16.97  -0.41
C: -7.45 26.06 16.87  -0.17
H: -9.78 24.57 14.88  0.46
H: -8.93 23.54 16.10  0.04
H: -8.06 24.55 14.87  0.33
H: -7.40 26.89 17.63  -0.13
H: -6.95 26.46 15.98  0.55
H: -6.80 25.18 17.12  -0.07
C: -0.39 20.72 17.85  -0.37
C: 0.14 21.59 18.97  0.60
O: 0.82 21.16 19.88  -0.61
C: -0.42 22.96 19.06  -0.50
H: 0.35 20.10 17.40  0.51
H: -0.84 21.34 17.04  0.22
H: -1.16 20.15 18.31  -0.41
H: -1.39 22.77 19.53  -0.17
H: -0.54 23.39 18.05  0.34
H: 0.22 23.59 19.68  0.44
C: -11.39 28.67 17.89  -0.93
C: -12.17 27.78 18.82  0.93
O: -12.18 28.03 20.06  -0.47
C: -12.90 26.59 18.17  -1.14
H: -10.46 29.07 18.41  0.04
H: -12.01 29.53 17.62  0.38
H: -11.04 28.15 17.03  0.30
H: -12.08 25.97 17.80  0.17
H: -13.38 26.96 17.30  0.51
H: -13.61 26.17 18.90  0.30
C: -3.16 29.88 26.69  -0.97
C: -2.88 28.75 27.59  0.68
O: -2.89 28.86 28.83  -0.61
C: -2.65 27.40 26.87  0.48
H: -2.58 29.77 25.78  0.36
H: -2.90 30.84 27.13  0.46
H: -4.26 29.80 26.51  -0.16
H: -1.84 27.47 26.15  0.83
H: -3.58 27.15 26.34  -0.47
H: -2.54 26.57 27.56  -0.62
C: -0.29 24.76 27.25  0.52
C: 0.63 23.60 27.35  0.49
O: 0.31 22.51 26.88  -0.51
C: 1.92 23.70 28.19  -1.15
H: -0.51 25.18 28.28  0.09
H: -1.22 24.33 26.86  -0.78
H: 0.03 25.58 26.61  0.54
H: 2.44 22.75 28.29  0.34
H: 1.72 24.25 29.22  0.10
H: 2.69 24.41 27.74  0.39
C: -0.16 18.23 22.17  -0.43
C: -0.01 16.77 22.77  0.70
O: 0.59 16.65 23.81  -0.59
C: -0.73 15.71 21.96  -0.90
H: 0.41 18.32 21.24  0.40
H: 0.11 18.89 22.92  0.43
H: -1.23 18.37 21.91  -0.40
H: -0.51 14.68 22.26  0.38
H: -0.50 15.90 20.90  0.23
H: -1.81 15.88 22.12  0.14
C: -14.26 26.91 22.53  -1.14
C: -13.66 25.45 22.45  0.76
O: -14.23 24.52 23.09  -0.77
C: -12.45 25.21 21.69  0.98
H: -14.79 27.05 21.56  0.33
H: -13.48 27.66 22.50  0.26
H: -14.95 26.93 23.43  0.30
H: -12.66 25.44 20.65  -0.13
H: -12.12 24.20 21.81  0.01
H: -11.71 25.89 21.91  -0.54
C: -3.85 18.01 25.78  -0.17
C: -2.95 18.65 26.85  0.40
O: -3.27 18.87 27.99  -0.41
C: -1.56 19.01 26.36  -0.65
H: -3.40 17.25 25.14  0.62
H: -4.13 18.83 25.09  -0.19
H: -4.76 17.56 26.25  -0.05
H: -0.88 19.33 27.15  -0.04
H: -1.75 19.78 25.64  0.01
H: -1.10 18.19 25.84  0.45
C: -8.36 27.95 26.77  -0.11
C: -7.15 28.81 26.79  0.85
O: -6.03 28.40 26.98  0.02
C: -7.39 30.29 26.63  -1.90
H: -9.36 28.33 26.97  0.73
H: -8.18 26.97 27.18  -0.49
H: -8.44 27.71 25.66  -0.26
H: -7.74 30.50 25.64  0.20
H: -6.53 30.90 26.84  0.42
H: -8.20 30.55 27.27  0.50
C: -1.46 26.76 31.72  -1.01
C: -0.50 25.63 31.53  0.70
O: -0.24 25.22 30.43  -0.38
C: 0.11 24.97 32.76  -1.09
H: -1.74 27.18 30.73  0.13
H: -1.01 27.53 32.35  0.42
H: -2.43 26.42 32.16  0.28
H: 1.14 24.74 32.54  0.33
H: -0.40 24.06 33.00  0.26
H: 0.03 25.64 33.69  0.33
C: -10.53 19.05 22.17  -0.16
C: -11.43 20.17 21.80  0.49
O: -10.92 21.18 21.42  -0.46
C: -12.91 20.12 22.01  -1.46
H: -9.50 19.29 21.85  -0.30
H: -10.67 18.02 21.80  0.47
H: -10.55 18.97 23.24  -0.02
H: -13.10 19.77 23.01  0.39
H: -13.37 19.35 21.39  0.40
H: -13.39 21.06 21.86  0.27
C: -9.21 19.46 26.66  0.57
C: -9.47 18.09 25.97  0.44
O: -10.49 17.84 25.40  -0.62
C: -8.35 16.98 26.02  -0.74
H: -9.43 20.32 25.97  -0.38
H: -8.22 19.52 27.06  -0.39
H: -9.93 19.58 27.48  0.62
H: -8.44 16.47 27.02  0.37
H: -7.30 17.32 26.11  -0.21
H: -8.51 16.37 25.14  0.36
C: 0.29 19.11 30.85  -1.00
C: -0.23 20.38 31.49  0.67
O: -0.14 20.64 32.65  -0.57
C: -1.03 21.37 30.53  -0.26
H: -0.14 18.18 31.11  0.33
H: 1.35 19.01 31.11  0.33
H: 0.26 19.17 29.76  0.18
H: -0.53 21.60 29.60  0.13
H: -1.35 22.22 31.15  0.18
H: -1.95 20.73 30.44  -0.01
C: -8.16 24.01 28.94  -0.26
C: -6.90 24.57 29.53  0.82
O: -6.80 24.83 30.75  -0.96
N: -5.88 24.75 28.64  1.33
C: -4.58 25.26 28.95  -1.09
H: -8.52 23.16 29.55  0.34
H: -8.04 23.69 27.92  -0.31
H: -8.92 24.74 28.95  -0.02
H: -5.99 24.40 27.74  -0.52
H: -4.35 25.19 30.02  0.42
H: -4.49 26.32 28.69  0.04
H: -3.80 24.69 28.39  0.10
C: -4.30 29.40 16.98  -0.49
C: -4.22 28.09 16.11  0.64
O: -5.23 27.72 15.55  -0.73
N: -3.11 27.43 16.10  0.24
C: -2.75 26.39 15.15  -1.05
H: -5.32 29.76 17.06  0.33
H: -3.63 30.20 16.54  0.32
H: -3.77 29.19 17.97  -0.21
H: -2.37 27.82 16.68  0.05
H: -3.13 26.68 14.21  0.37
H: -3.08 25.45 15.40  0.27
H: -1.62 26.44 15.16  0.29
C: -5.00 30.36 22.97  -1.43
C: -5.16 29.72 21.70  0.71
O: -4.43 29.98 20.73  -0.71
N: -6.06 28.77 21.64  2.03
C: -6.35 28.12 20.38  -0.81
H: -3.96 30.44 23.26  0.36
H: -5.51 29.86 23.74  0.07
H: -5.32 31.38 22.99  0.46
H: -6.73 28.83 22.35  -0.82
H: -6.84 28.80 19.65  0.53
H: -7.01 27.21 20.48  -0.13
H: -5.44 27.75 19.87  0.15
C: -3.24 20.62 21.29  -0.18
C: -4.03 19.40 21.57  0.58
O: -3.66 18.33 21.14  -0.95
N: -5.16 19.45 22.33  1.20
C: -5.84 18.19 22.63  -1.26
H: -3.03 21.06 22.22  0.56
H: -3.89 21.32 20.73  -0.27
H: -2.34 20.41 20.67  -0.20
H: -5.40 20.20 22.90  -0.38
H: -6.55 18.42 23.46  0.25
H: -5.14 17.46 23.05  0.23
H: -6.24 17.70 21.68  0.32
C: -5.33 17.25 29.86  -1.21
C: -6.11 18.60 29.59  0.52
O: -7.06 18.54 28.83  -0.51
N: -5.73 19.74 30.23  -0.06
C: -6.36 20.90 29.73  -0.69
H: -4.16 17.36 29.70  0.16
H: -5.70 16.47 29.21  0.24
H: -5.55 17.02 30.89  0.48
H: -5.02 19.82 30.94  0.26
H: -5.99 21.11 28.71  0.01
H: -6.32 21.74 30.45  0.45
H: -7.43 20.64 29.68  0.25
C: -1.33 30.17 18.79  -0.98
C: -1.33 28.64 18.86  0.59
O: -0.66 28.02 18.07  -0.67
N: -2.13 28.08 19.74  0.48
C: -2.05 26.63 19.98  -0.68
H: -0.44 30.56 19.39  0.34
H: -2.21 30.59 19.31  0.19
H: -1.31 30.43 17.70  0.24
H: -2.74 28.65 20.40  -0.23
H: -2.83 26.25 20.64  -0.09
H: -1.09 26.38 20.42  0.46
H: -2.00 26.09 19.02  0.30
C: -5.49 22.09 15.29  -1.34
C: -4.53 22.81 16.19  0.66
O: -3.33 23.00 15.92  -0.66
N: -5.11 23.28 17.32  1.23
C: -4.31 24.07 18.25  -0.25
H: -5.15 21.08 15.00  0.36
H: -5.72 22.58 14.36  0.34
H: -6.43 21.95 15.81  0.14
H: -6.02 22.93 17.51  -0.24
H: -3.50 23.45 18.68  -0.27
H: -4.89 24.51 19.03  0.28
H: -3.88 24.89 17.73  -0.11
C: -2.43 16.49 18.18  -0.99
C: -2.92 17.64 17.37  0.84
O: -2.84 17.68 16.18  -0.66
N: -3.36 18.66 18.18  0.29
C: -4.11 19.83 17.74  -0.58
H: -1.93 16.68 19.11  -0.07
H: -1.87 15.72 17.62  0.38
H: -3.36 15.97 18.55  0.28
H: -3.34 18.42 19.18  0.07
H: -4.00 19.85 16.62  0.35
H: -3.63 20.77 18.12  -0.05
H: -5.18 19.75 18.04  0.14
C: -1.44 24.45 24.02  0.16
C: -2.03 25.86 23.71  0.57
O: -1.40 26.89 23.69  -0.68
N: -3.37 25.83 23.77  1.77
C: -4.17 27.02 23.66  -2.12
H: -1.40 24.25 25.08  -0.51
H: -0.42 24.23 23.68  0.52
H: -2.06 23.64 23.56  -0.41
H: -3.87 24.97 23.81  -0.46
H: -4.62 27.13 22.68  0.58
H: -3.56 27.89 23.83  0.52
H: -5.00 26.97 24.38  0.27
C: -10.62 24.44 26.79  -0.11
C: -11.70 24.78 25.72  0.03
O: -11.83 25.94 25.34  -0.74
N: -12.41 23.75 25.24  0.07
C: -12.04 22.31 25.26  -0.51
H: -9.73 24.05 26.25  0.03
H: -11.00 23.77 27.62  0.52
H: -10.37 25.43 27.23  -0.12
H: -13.10 24.04 24.62  0.32
H: -11.35 22.12 26.09  0.11
H: -11.62 22.05 24.31  0.02
H: -12.95 21.71 25.47  0.38
C: -6.58 28.22 30.48  -0.49
C: -8.02 28.06 30.34  0.66
O: -8.70 28.92 29.77  -0.68
N: -8.59 26.99 30.92  -0.10
C: -10.00 26.89 30.70  -0.85
H: -6.06 27.50 29.86  -0.46
H: -6.30 28.06 31.59  0.40
H: -6.40 29.23 30.17  0.41
H: -8.07 26.25 31.34  0.32
H: -10.18 27.09 29.58  0.08
H: -10.56 27.68 31.14  0.33
H: -10.36 25.88 30.92  0.37
C: -10.31 27.77 23.13  0.67
C: -9.33 28.91 22.84  0.29
O: -8.31 29.14 23.50  -0.84
N: -9.81 29.70 21.87  -0.01
C: -9.20 30.86 21.30  -0.74
H: -9.89 26.77 22.99  -0.32
H: -11.32 27.79 22.57  -0.47
H: -10.66 27.80 24.17  0.16
H: -10.56 29.30 21.28  0.14
H: -9.17 30.70 20.18  0.21
H: -8.20 30.95 21.69  0.16
H: -9.65 31.83 21.52  0.33
C: -10.10 23.35 19.18  -0.30
C: -8.81 22.60 18.95  0.56
O: -8.03 22.74 17.99  -0.60
N: -8.57 21.65 19.88  0.69
C: -7.58 20.58 19.75  -1.00
H: -10.58 22.93 20.08  -0.22
H: -10.68 23.23 18.31  0.53
H: -9.94 24.42 19.31  -0.13
H: -9.32 21.53 20.59  -0.22
H: -7.50 20.32 18.66  0.24
H: -8.04 19.72 20.22  0.40
H: -6.64 20.83 20.17  0.20

Properties
largest force on an atom: 4.17 eV/A
orbital gap: 9.391 eV
total charge: -1
M: 1985.4 Da
HOMO energy: -0.2801 Eh